{
  "formula": "C14H25B3F3NO8",
  "method": "ωB97M-V with the def2-TZVPD basis set",
  "symbols": ["C", "C", "C", "F", "B", "O", "B", "O", "B", "N", "C", "O", "F", "C", "O", "F", "O", "H", "H", "H", "H", "H", "H", "H", "C", "C", "O", "C", "H", "H", "H", "H", "H", "H", "C", "C", "O", "C", "H", "H", "H", "H", "H", "H", "C", "C", "O", "C", "H", "H", "H", "H", "H", "H"],
  "coordinates": [[3.662196, 2.361837, -2.017492], [2.221275, 2.078248, -1.561787], [1.603021, 3.277059, -0.817359], [0.861382, 2.756519, 0.235529], [0.594248, 3.958894, -1.821979], [0.961987, 4.401703, -3.076783], [0.151559, 3.749841, -3.992008], [-1.223588, 3.781342, -3.774694], [-1.436849, 3.386251, -2.474391], [-2.326744, 2.200173, -2.249911], [-3.573833, 2.523260, -1.621276], [-4.569808, 2.694324, -2.255133], [-3.581190, 2.638467, -0.310980], [-1.629589, 1.123055, -1.652211], [-0.981969, 0.360645, -2.307367], [-1.700782, 0.994387, -0.353260], [-0.770811, 4.055862, -1.484179], [3.684037, 2.612866, -3.066970], [4.279499, 1.496458, -1.837937], [4.075886, 3.213508, -1.499500], [2.234245, 1.265959, -0.851930], [1.595543, 1.757324, -2.388259], [2.358744, 3.946358, -0.433280], [0.568723, 3.129676, -4.909276], [-1.844835, -2.631231, -0.884700], [-0.674087, -3.579644, -0.941657], [-0.038088, -3.860084, 0.046257], [-0.331655, -4.162118, -2.290613], [-1.980564, -2.286823, 0.138235], [-1.652732, -1.770929, -1.525394], [-2.754036, -3.139210, -1.210908], [-0.084446, -3.361929, -2.989926], [-1.177390, -4.732881, -2.676627], [0.525600, -4.823831, -2.191934], [-1.296367, 3.214096, 2.273330], [-1.242015, 4.004913, 3.556921], [-0.279400, 4.674107, 3.847568], [-2.446309, 3.924574, 4.465719], [-0.375608, 3.359848, 1.720142], [-1.412544, 2.151548, 2.495179], [-2.133572, 3.554539, 1.664343], [-2.610687, 2.892009, 4.777160], [-3.332039, 4.291460, 3.944922], [-2.276004, 4.536977, 5.348155], [1.797799, -7.011920, 3.902673], [2.131101, -7.162829, 2.437050], [2.313100, -8.249758, 1.942628], [2.223947, -5.896083, 1.625013], [1.761544, -7.994095, 4.368106], [2.561475, -6.411858, 4.399545], [0.826317, -6.528964, 4.016612], [3.006673, -5.251121, 2.028082], [1.270350, -5.367784, 1.641354], [2.467289, -6.144998, 0.595199]],
  "forces_ev_per_a": [[-0.7, 0.0, -0.3], [0.8, 0.6, 0.4], [-0.7, -0.4, -1.1], [-0.1, 0.0, 0.5], [0.2, 1.7, 1.0], [0.2, -1.3, 0.0], [-0.2, 1.0, -0.9], [0.4, -1.2, 0.2], [-0.9, 1.0, -1.0], [-0.4, 0.2, 2.2], [-1.6, 0.3, -1.9], [0.9, 0.0, 0.7], [0.4, 0.0, 0.5], [1.0, -0.8, -1.7], [-0.1, 0.6, 0.5], [-0.4, 0.1, 0.6], [0.4, -1.6, 0.1], [0.1, 0.0, -0.4], [0.3, -0.2, -0.1], [0.2, 0.1, 0.3], [-0.1, -0.3, 0.3], [-0.1, -0.2, -0.2], [0.3, 0.1, 0.3], [0.2, 0.2, -0.1], [0.0, 0.0, 0.3], [0.0, 0.0, -0.1], [0.1, 0.0, 0.1], [0.2, -0.1, 0.1], [0.0, 0.0, 0.0], [-0.1, -0.1, -0.1], [0.0, 0.1, -0.1], [-0.1, 0.0, -0.1], [0.0, 0.1, -0.1], [0.0, 0.0, 0.0], [0.2, 0.2, 0.1], [-0.1, -0.1, 0.0], [0.1, 0.1, 0.0], [0.1, 0.2, 0.1], [-0.1, 0.0, 0.1], [-0.2, 0.0, -0.1], [-0.1, -0.1, 0.0], [-0.1, 0.0, -0.1], [-0.1, -0.2, 0.0], [0.0, 0.0, 0.0], [0.0, -0.2, 0.0], [0.0, 0.1, 0.0], [0.0, -0.1, 0.0], [0.0, -0.2, -0.1], [0.0, 0.0, 0.0], [-0.1, 0.1, 0.0], [0.1, 0.1, 0.0], [-0.1, 0.1, 0.1], [0.1, 0.1, 0.1], [0.0, 0.0, 0.0]],
  "nbo_charge": [-0.61, -0.42, -0.13, -0.37, 1.14, -0.87, 0.98, -0.85, 1.26, -0.80, 0.96, -0.49, -0.30, 0.98, -0.53, -0.29, -0.85, 0.21, 0.22, 0.21, 0.24, 0.20, 0.20, -0.09, -0.73, 0.60, -0.55, -0.72, 0.23, 0.24, 0.23, 0.23, 0.23, 0.24, -0.73, 0.60, -0.55, -0.72, 0.26, 0.23, 0.22, 0.23, 0.23, 0.23, -0.72, 0.60, -0.55, -0.72, 0.23, 0.23, 0.23, 0.22, 0.25, 0.23],
  "lumo_ev": -0.201,
  "energy_ev": -42981.583,
  "largest_force_ha_per_bohr": 0.0482
}